Record 1
ORCA calculation (ωB97M-V with the def2-TZVPD basis set) on C40H30ClNO18S2 as an isolated structure at a distorted geometry.

```
92
C40H30ClNO18S2, DFT ωB97M-V with the def2-TZVPD basis set
C 0.9048 1.1239 5.0976
C 0.9182 1.7751 3.7232
Cl -0.2801 1.0211 2.6196
C 0.8283 3.3007 3.7322
S -0.5804 4.1416 4.4968
O -0.3384 5.5225 4.0968
O -0.4098 3.9456 5.9264
N -1.9236 3.6442 3.8412
S -2.9297 2.7001 4.7176
O -2.3806 1.3783 4.9948
O -3.4643 3.3699 5.8795
C -4.3430 2.4327 3.4944
O -4.0361 2.0604 2.3408
O -5.4609 2.6131 3.9751
H 0.7755 0.0425 5.0257
H 0.1127 1.4913 5.7466
H 1.8549 1.3063 5.5915
H 1.8783 1.5445 3.2619
H 0.9190 3.6251 2.6945
H 1.6962 3.6992 4.2615
C -4.1387 1.3160 -0.2330
C -5.1174 0.4522 -0.5101
C -4.8995 -0.7099 -1.3943
O -5.7917 -1.5014 -1.6570
C -3.5415 -0.8921 -1.9688
C -2.5603 -0.0391 -1.6982
C -2.7819 1.1343 -0.8120
O -1.8753 1.9052 -0.5807
H -4.2781 2.1653 0.4218
H -6.1115 0.5613 -0.0959
H -3.4007 -1.7523 -2.6139
H -1.5696 -0.1560 -2.1017
C -1.0533 1.5019 -4.2660
C -0.6949 2.7001 -4.7227
C 0.2711 2.8490 -5.8352
O 0.5973 3.9400 -6.2565
C 0.8311 1.6071 -6.4274
C 0.4786 0.4087 -5.9738
C -0.4924 0.2600 -4.8574
O -0.8047 -0.8421 -4.4571
H -1.7577 1.3871 -3.4531
H -1.0922 3.6160 -4.3039
H 1.5352 1.7379 -7.2399
H 0.8752 -0.5094 -6.3897
C 0.7222 -5.0534 -0.0468
C 0.1014 -3.8835 0.1016
C -0.0005 -2.9155 -1.0195
O -0.5618 -1.8538 -0.8860
C 0.6141 -3.3011 -2.3181
C 1.2331 -4.4694 -2.4644
C 1.3322 -5.4300 -1.3415
O 1.9017 -6.5009 -1.4855
H 0.8115 -5.7807 0.7574
H -0.3541 -3.5807 1.0364
H 0.5237 -2.5823 -3.1235
H 1.6882 -4.7729 -3.3993
C 2.3739 -10.6535 2.6540
C 1.7517 -9.4895 2.8146
C 1.6463 -8.5164 1.6977
O 1.0788 -7.4547 1.8478
C 2.2570 -8.8848 0.3956
C 2.8789 -10.0530 0.2422
C 2.9863 -11.0274 1.3536
O 3.5515 -12.0929 1.2127
H 2.4644 -11.3789 3.4527
H 1.2975 -9.1963 3.7528
H 2.1656 -8.1507 -0.4061
H 3.3333 -10.3463 -0.6958
C -3.0994 4.8367 -7.9898
C -3.2911 3.9883 -6.9840
C -4.0013 4.4019 -5.7475
O -4.1706 3.6269 -4.8341
C -4.4921 5.8018 -5.6772
C -4.3014 6.6503 -6.6843
C -3.5917 6.2352 -7.9198
O -3.4206 7.0087 -8.8395
H -2.5815 4.5554 -8.8978
H -2.9411 2.9638 -7.0134
H -5.0063 6.0832 -4.7670
H -4.6500 7.6746 -6.6536
C 6.1822 3.9631 6.3541
C 5.0148 3.5568 5.8599
C 4.8570 2.1985 5.2801
O 3.7963 1.8324 4.8303
C 6.0494 1.3119 5.2763
C 7.2144 1.7215 5.7708
C 7.3716 3.0792 6.3490
O 8.4379 3.4481 6.8013
H 6.3195 4.9484 6.7807
H 4.1317 4.1846 5.8546
H 5.9111 0.3260 4.8505
H 8.0963 1.0932 5.7771
```

Calculated values
HOMO-LUMO gap, eV: 2.607
LUMO energy, eV: 0.677
HOMO, eV: -1.930
Net charge: -2

---

Record 2
ORCA calculation (ωB97M-V with the def2-TZVPD basis set) on C11H16O5PYb as an isolated structure at a distorted geometry.

```
34
C11H16O5PYb, DFT ωB97M-V with the def2-TZVPD basis set
O -2.2610 -1.6890 -5.6125
C -1.8090 -0.8178 -5.0110
Yb -0.8968 -0.2928 -2.3231
O -2.1496 -3.4599 -3.0594
C -1.7563 -2.3834 -2.9536
C -0.1062 1.9156 -2.7702
O 0.3783 2.9355 -2.4515
C -2.9398 1.0414 -2.1764
O -3.7668 1.6043 -1.6230
C 1.3145 -0.3630 -3.3982
O 2.4476 -0.5077 -3.2936
H -0.6216 1.3280 -3.7155
C 2.2599 2.2020 1.6344
C 1.8703 0.7027 1.4990
P 0.6059 0.2478 0.2936
C 0.3929 -1.6159 0.6812
C 0.6475 -2.1752 2.1078
C -0.9073 0.6036 1.2667
C -0.8782 0.5408 2.8220
H 2.5108 2.7072 0.6781
H 3.1997 2.2553 2.2118
H 1.5104 2.8177 2.1847
H 2.7350 0.0403 1.3506
H 1.3632 0.3310 2.3884
H -0.6600 -1.8451 0.4419
H 0.9725 -2.1030 -0.1131
H -0.2029 -1.9339 2.7702
H 0.7170 -3.2800 2.1530
H 1.5683 -1.7903 2.5783
H -1.1860 1.5737 0.8291
H -1.6888 -0.1035 0.9189
H 0.0263 0.9832 3.2730
H -1.7469 1.0422 3.2770
H -0.9428 -0.5116 3.1411
```

Calculated values
HOMO-LUMO gap (alpha / beta), eV: 6.583 / 6.962
LUMO energy (alpha / beta), eV: -9.197 / -9.111
HOMO (alpha / beta), eV: -15.780 / -16.073
Energy above the lowest of the compared OMol25 structures with the same formula, charge and spin, kJ/mol: 93.0
Net charge: +2
2S+1: 2
⟨S²⟩: 0.757

---

Record 3
ORCA calculation (ωB97M-V with the def2-TZVPD basis set) on C34H43F8N5O10Sr as an isolated structure at a distorted geometry.

```
101
C34H43F8N5O10Sr, DFT ωB97M-V with the def2-TZVPD basis set
Sr -0.2912 -0.6391 -0.4269
C -0.4182 -1.5145 2.8716
O 0.6594 -0.6968 2.4410
O -1.2738 -1.5608 1.7834
C 0.0805 -2.9626 3.5169
F 0.4376 -3.9173 2.6213
F 1.1190 -2.7736 4.3287
F -0.7933 -3.5169 4.3961
C 1.3220 0.1515 3.4139
C 2.5763 0.5267 2.6810
H 3.1215 -0.3227 2.2695
H 2.3008 1.2652 1.9282
H 3.2629 1.0277 3.3635
H 1.6179 -0.4218 4.2924
H 0.6883 1.0103 3.6352
H -0.8961 -0.9359 3.6622
C 0.9422 0.9440 -3.6919
O -0.3423 0.4501 -4.1806
O 0.8706 0.7778 -2.2922
C 2.2064 0.2624 -4.4137
F 2.7405 -0.7761 -3.8046
F 1.8731 -0.2298 -5.5951
F 3.1418 1.0978 -4.6402
C -0.9020 1.0315 -5.4969
C -2.1081 0.1928 -6.0181
H -2.6608 -0.1263 -5.1344
H -2.6366 0.6832 -6.8357
H -1.7856 -0.7678 -6.4197
H -0.1269 0.9676 -6.2606
H -1.2595 2.0370 -5.2748
H 0.8765 2.0059 -3.9289
C 1.6142 4.3519 1.3217
C 0.6650 4.7576 0.2337
O -0.0467 3.6109 -0.0670
C 0.0446 2.8293 1.1010
O -0.4941 1.7654 1.3409
O 0.8994 3.3649 1.9749
F 1.2916 5.2698 -0.8265
H 1.6921 5.2652 1.9114
H 2.6411 4.1357 1.0268
H 0.0238 5.5580 0.6028
C 5.2446 -2.4630 -1.6413
C 5.6321 -1.4141 -0.6156
O 4.4296 -1.4447 0.1515
C 3.3966 -1.6593 -0.6767
O 2.2151 -1.4258 -0.2915
O 3.8609 -2.2287 -1.7957
F 5.7123 -0.2738 -1.1933
H 5.6445 -3.4408 -1.3725
H 5.7025 -2.2306 -2.6028
H 6.5072 -1.6574 -0.0130
N -4.2137 2.8216 5.3824
C -2.9941 3.0563 4.9235
C -2.6269 2.1005 3.9699
C -3.6374 1.1513 4.1168
C -4.6703 1.6551 4.9024
H -4.7232 3.4213 6.0155
H -2.5394 3.9592 5.3034
H -1.6871 1.9609 3.4563
H -3.5680 0.1907 3.6281
H -5.5956 1.2117 5.2395
N -4.1368 -2.5751 2.2679
C -4.3084 -3.9563 2.0033
C -5.6248 -4.3093 2.2471
C -6.2230 -3.2134 2.8873
C -5.2295 -2.1478 2.8489
H -3.2623 -2.0785 2.1742
H -3.4895 -4.5606 1.6419
H -6.0519 -5.2869 2.0789
H -7.2050 -3.1271 3.3284
H -5.2722 -1.1098 3.1442
N 0.7830 -3.7387 -1.3343
C -0.3964 -3.6572 -0.6213
C -1.3075 -3.0029 -1.4594
C -0.6445 -2.6124 -2.6306
C 0.6294 -3.0276 -2.4924
H 1.6399 -4.1505 -0.9934
H -0.4019 -4.1134 0.3577
H -2.3741 -2.8592 -1.3691
H -1.0209 -1.9840 -3.4242
H 1.5215 -2.8320 -3.0689
N 3.6435 2.3329 -1.6086
C 4.1350 2.1618 -0.3484
C 5.4414 2.6331 -0.2351
C 5.7727 2.9999 -1.5551
C 4.6668 2.9324 -2.3834
H 2.7428 2.0486 -1.9665
H 3.4809 1.7181 0.3876
H 6.0278 2.4763 0.6582
H 6.7627 3.3290 -1.8345
H 4.5333 3.0472 -3.4490
N -2.6035 0.2901 -2.4935
C -2.4052 1.0764 -1.4235
C -2.9521 0.5659 -0.2102
C -3.6148 -0.5583 -0.6856
C -3.3368 -0.7615 -1.9863
H -2.1650 0.4470 -3.3897
H -1.7316 1.9186 -1.4820
H -2.8768 1.0124 0.7703
H -4.2705 -1.1718 -0.0855
H -3.6388 -1.6238 -2.5622
```

Calculated values
HOMO-LUMO gap, eV: 7.214
LUMO energy, eV: 0.155
HOMO, eV: -7.060
Energy above the lowest of the compared OMol25 structures with the same formula, charge and spin, kJ/mol: 269.0
Net charge: 0

---

Record 4
ORCA calculation (ωB97M-V with the def2-TZVPD basis set) on one molecule with the formula C4H9NO2 at a distorted geometry.

```
16
C4H9NO2, DFT ωB97M-V with the def2-TZVPD basis set
C -1.1209 -0.9276 1.4391
C 0.1600 -0.2615 0.9369
C 0.0169 -0.0734 -0.5937
N -1.2773 0.7423 -0.8391
C 1.2332 0.7392 -1.0319
O 1.4184 1.9691 -1.0043
O 2.3775 -0.0048 -0.9866
H -1.6929 -1.5014 0.6578
H -1.7363 -0.0643 1.7597
H -0.8638 -1.5965 2.2373
H 0.9590 -1.1036 0.8401
H 0.4387 0.5015 1.5675
H -0.2239 -1.1043 -0.9781
H -1.2643 1.7137 -0.5544
H -1.4452 0.5568 -1.8413
H 3.0210 0.4147 -1.6090
```

Calculated values
HOMO-LUMO gap, eV: 10.305
LUMO energy, eV: 0.704
HOMO, eV: -9.601
Energy above the lowest of the compared OMol25 structures with the same formula, charge and spin, kJ/mol: 194.2
Net charge: 0
Structure (SMILES): CC[C@@H](N)C(=O)O

---

Record 5
ORCA calculation (ωB97M-V with the def2-TZVPD basis set) on one molecule with the formula C4H5NO3.

```
13
C4H5NO3, DFT ωB97M-V with the def2-TZVPD basis set
O 1.1575 -1.7625 0.0212
C 1.8462 -0.7728 0.0586
N 1.4049 0.5255 -0.0509
C 0.1403 1.1452 -0.0526
C -1.1617 0.7829 -0.0175
C -2.0104 -0.4719 -0.0010
O -3.2072 -0.3306 0.0895
O -1.4042 -1.6635 -0.1022
H 2.9486 -0.8528 0.1655
H 2.1502 1.1805 0.1157
H 0.3298 2.2034 -0.0366
H -1.7804 1.6634 -0.0150
H -0.4136 -1.6471 -0.1745
```

Calculated values
HOMO-LUMO gap, eV: 9.962
LUMO energy, eV: 0.042
HOMO, eV: -9.920
Energy above the lowest of the compared OMol25 structures with the same formula, charge and spin, kJ/mol: 66.3
Net charge: 0
Structure (SMILES): O=CN/C=C\C(=O)O

---

Record 6
ORCA calculation (ωB97M-V with the def2-TZVPD basis set) on C32H49BrN2O6PdS2Si as an isolated structure at a distorted geometry.

```
94
C32H49BrN2O6PdS2Si, DFT ωB97M-V with the def2-TZVPD basis set
Pd 0.7323 0.2883 -0.2033
O -0.4815 4.2391 3.7483
C 0.6026 4.3972 2.9536
C 1.5474 5.3988 3.1637
C 2.6546 5.4896 2.3428
C 2.8443 4.5855 1.3090
C 1.9125 3.5827 1.0928
C 0.7906 3.5020 1.8968
C -0.2867 2.4349 1.6218
O -0.3652 2.0362 0.3676
N 0.0074 1.3359 2.5584
N 0.0465 0.1192 2.0975
C 0.1890 -0.9305 2.8532
C 0.0017 -2.2469 2.3626
Br -0.4014 -2.3590 0.4713
C -0.0585 -3.3278 3.2022
C -0.2987 -4.7045 2.9036
C 0.1082 -5.3275 1.7076
C -0.2144 -6.6430 1.4605
C -0.9673 -7.3691 2.3776
C -1.3370 -6.7823 3.5856
C -0.9805 -5.4827 3.8650
H -0.5753 4.9939 4.3472
H 1.4083 6.1034 3.9715
H 3.3757 6.2732 2.5135
H 3.6998 4.6757 0.6599
H 2.0238 2.8604 0.2814
H -1.2491 2.8720 1.9693
H 0.0968 1.5496 3.5513
H 0.3613 -0.8227 3.9230
H 0.0358 -3.0945 4.2597
H 0.7307 -4.7898 1.0128
H 0.1379 -7.1176 0.5589
H -1.2326 -8.3947 2.1697
H -1.8908 -7.3544 4.3117
H -1.2776 -5.0283 4.7983
O -0.1714 0.0045 -2.2850
S -0.8861 0.6840 -3.4390
C -1.2461 -0.7170 -4.5953
C -0.3992 -0.5155 -5.8432
C 0.8994 0.1258 -5.3736
C 0.4763 1.3022 -4.5138
H -2.3135 -0.7229 -4.8003
H -0.9807 -1.6223 -4.0502
H -0.9069 0.1361 -6.5563
H -0.2178 -1.4693 -6.3346
H 1.5192 0.4443 -6.2097
H 1.4684 -0.5900 -4.7774
H 0.0665 2.1128 -5.1145
H 1.2637 1.6840 -3.8676
C 4.4064 1.0814 -2.9818
C 5.1804 1.8689 -1.9260
C 4.6970 3.3158 -1.8525
C 6.6840 1.8023 -2.1756
O 4.9234 1.2998 -0.6300
Si 4.8923 -0.1853 -0.0483
S 2.7137 -0.7136 -0.1746
O 5.2202 -0.3220 1.5012
C 5.5137 0.5327 2.6196
C 4.4675 1.6440 2.6840
C 5.4543 -0.3607 3.8583
C 6.9121 1.1135 2.4358
O 5.4788 -1.3161 -0.9985
C 5.9907 -2.6557 -0.8464
C 5.2662 -3.3670 0.2930
C 7.4833 -2.5273 -0.5558
C 5.7399 -3.3696 -2.1733
H 4.4787 1.5724 -3.9484
H 3.3556 1.0086 -2.6877
H 4.8135 0.0765 -3.0645
H 4.8941 3.8216 -2.7920
H 5.2191 3.8452 -1.0602
H 3.6292 3.3524 -1.6506
H 6.9301 2.2225 -3.1456
H 7.0150 0.7683 -2.1447
H 7.2164 2.3579 -1.4074
H 3.4656 1.2163 2.7327
H 4.5359 2.2619 1.7926
H 4.6333 2.2651 3.5597
H 4.4565 -0.7732 3.9827
H 5.7136 0.2064 4.7468
H 6.1550 -1.1849 3.7607
H 6.9536 1.7015 1.5233
H 7.6497 0.3179 2.3693
H 7.1637 1.7502 3.2788
H 5.3637 -2.7942 1.2117
H 5.6969 -4.3529 0.4441
H 4.2076 -3.4752 0.0597
H 7.6315 -1.9860 0.3752
H 7.9764 -1.9830 -1.3578
H 7.9351 -3.5109 -0.4702
H 4.6733 -3.4977 -2.3402
H 6.2104 -4.3482 -2.1627
H 6.1528 -2.7958 -2.9979
```

Calculated values
HOMO-LUMO gap (alpha / beta), eV: 7.077 / 4.788
LUMO energy (alpha / beta), eV: -6.153 / -8.418
HOMO (alpha / beta), eV: -13.229 / -13.206
Energy above the lowest of the compared OMol25 structures with the same formula, charge and spin, kJ/mol: 83.0
Net charge: +2
2S+1: 5
⟨S²⟩: 6.073